No. 1
Entry from the Open Molecules 2025 dataset: C3H6OS in the gas phase at a distorted geometry (ωB97M-V/def2-TZVPD).

## Properties
Frontier orbital gap ... 9.9280 eV
F_max ... 3.85 eV Å⁻¹
Energy relative to the best compared isomer or geometry (same formula, charge and spin) ... 214.2 kJ/mol
Highest occupied orbital energy ... -9.01 eV

```
11
C3H6OS (ωB97M-V/def2-TZVPD)
C -0.2444 -1.2252 0.2906
C -0.4259 0.2260 -0.2422
C 0.8092 0.8448 -0.7963
O -1.7539 0.1025 2.0996
S -0.3628 0.1217 1.6392
H -0.9984 -1.9816 0.1306
H 0.8318 -1.5258 0.3773
H -1.3330 0.4797 -0.6690
H 0.6717 1.9068 -1.1942
H 1.1856 0.2924 -1.7082
H 1.6202 0.7586 0.0727
```


No. 2
Entry from the Open Molecules 2025 dataset: a gas-phase ion, C4H3Cl2N2O3S (charge -1) at a distorted geometry (ωB97M-V/def2-TZVPD).

## Properties
Frontier orbital gap ... 8.3242 eV
SMILES ... O=S(=O)([O-])N1C(Cl)=CC=N[C@@H]1Cl
Net charge ... -1
F_max ... 5.10 eV Å⁻¹
Energy relative to the best compared isomer or geometry (same formula, charge and spin) ... 5.6 kJ/mol
Highest occupied orbital energy ... -4.94 eV

```
15
C4H3Cl2N2O3S (ωB97M-V/def2-TZVPD)
O -2.7121 -0.4854 -0.7089
S -2.1530 -0.2932 0.5643
O -2.0016 -1.5477 1.3173
O -2.5121 0.9074 1.2917
N -0.4286 0.0855 0.2731
C 0.0165 1.0816 -0.4218
Cl -1.2496 2.1535 -0.8285
C 1.3643 1.2622 -0.7687
C 2.2530 0.2484 -0.1925
N 1.8461 -0.8558 0.3229
C 0.3894 -1.1526 0.3945
Cl -0.0101 -2.2741 -1.0143
H 1.6914 2.2442 -1.1188
H 3.3249 0.5240 -0.3347
H 0.1813 -1.8979 1.2245
```


No. 3
Entry from the Open Molecules 2025 dataset: C5H10O2 in the gas phase at a distorted geometry (ωB97M-V/def2-TZVPD).

## Properties
Frontier orbital gap ... 9.9749 eV
F_max ... 3.81 eV Å⁻¹
Energy relative to the best compared isomer or geometry (same formula, charge and spin) ... 500.4 kJ/mol
Highest occupied orbital energy ... -8.92 eV

```
17
C5H10O2 (ωB97M-V/def2-TZVPD)
C -1.0587 -0.2376 -0.2564
C 1.0319 0.7105 -0.6082
C 0.7062 -1.3893 -0.3209
C -2.4563 0.0824 0.1748
C 1.8073 1.0131 0.6410
O -0.3076 0.9208 -0.5961
O -0.3303 -1.0398 0.6193
H -0.6421 -0.9741 -1.2161
H 1.4780 1.0387 -1.5459
H 0.5070 -2.3507 -0.8014
H 1.6607 -1.5369 0.1811
H -2.9164 0.7654 -0.5364
H -3.0321 -0.8390 0.2331
H -2.4512 0.5501 1.1617
H 2.8727 0.8869 0.4496
H 1.6289 2.0437 0.9621
H 1.5022 0.3558 1.4588
```


No. 4
Entry from the Open Molecules 2025 dataset: a gas-phase ion, C5H11N2S (charge +1) at a distorted geometry (ωB97M-V/def2-TZVPD).

## Properties
Frontier orbital gap ... 9.2622 eV
Net charge ... +1
F_max ... 7.02 eV Å⁻¹
Energy relative to the best compared isomer or geometry (same formula, charge and spin) ... 247.7 kJ/mol
Highest occupied orbital energy ... -13.39 eV

```
19
C5H11N2S (ωB97M-V/def2-TZVPD)
C 1.3667 -0.6052 -0.0380
C -0.8891 -0.7003 0.7291
C -0.4607 -1.9435 -0.1553
C -1.0750 1.8601 -0.6121
C -0.0333 1.6467 0.4305
N 0.2324 0.2712 0.6726
N 0.9445 -1.8127 -0.1941
S 2.6754 0.4238 -0.2670
H -1.8065 -0.3189 0.5733
H -0.8971 -1.1583 1.7469
H -0.9123 -2.8651 0.2988
H -0.9754 -1.7578 -1.0967
H -2.0378 1.5172 -0.2882
H -1.0893 2.8756 -0.8544
H -0.7773 1.3229 -1.5358
H 0.8763 2.2145 0.1029
H -0.1828 2.0287 1.3988
H 1.5381 -2.5550 -0.3053
H 3.5033 -0.4438 -0.6061
```


No. 5
Entry from the Open Molecules 2025 dataset: a molecular structure, C38H53AsLiPS3Sb at a distorted geometry (ωB97M-V/def2-TZVPD).

## Properties
Frontier orbital gap ... 8.1473 eV
Net charge ... +1
F_max ... 1.74 eV Å⁻¹
Energy relative to the best compared isomer or geometry (same formula, charge and spin) ... 102.4 kJ/mol
Highest occupied orbital energy ... -10.32 eV

```
98
C38H53AsLiPS3Sb (ωB97M-V/def2-TZVPD)
Li 0.0463 0.1861 0.1582
C 2.0140 2.9246 3.2628
C 0.8722 3.0048 4.2367
S -0.6224 2.1429 3.6734
C -1.6575 3.3400 2.7624
C -0.9913 3.9552 1.5452
S 0.1280 2.7594 0.7328
C 1.3853 3.8761 -0.0321
C 2.6696 3.9817 0.7488
S 2.4591 4.5026 2.4715
H 1.7359 2.1519 2.5244
H 2.9192 2.6098 3.8108
H 0.6154 4.0810 4.4113
H 1.1148 2.5250 5.1884
H -2.0064 4.1344 3.4719
H -2.5968 2.8186 2.4590
H -0.4391 4.8724 1.8083
H -1.7471 4.2092 0.7881
H 0.9581 4.8886 -0.1351
H 1.5324 3.4774 -1.0373
H 3.2367 4.8287 0.3428
H 3.2957 3.0864 0.6990
C -0.5759 0.1027 -7.4096
C -1.7112 0.3787 -6.6640
C -1.6116 0.5087 -5.2935
C -0.4047 0.3101 -4.6144
C 0.7057 -0.0760 -5.3638
C 0.6328 -0.0978 -6.7530
As -0.3614 0.4185 -2.6600
C 1.5291 1.0039 -2.5137
C 2.3254 0.3816 -1.5315
C 3.6047 0.7965 -1.2737
C 4.1899 1.7602 -2.0932
C 3.4801 2.2938 -3.1351
C 2.1483 1.9261 -3.3426
C -1.5743 1.9731 -2.6028
C -2.7444 1.9892 -1.8454
C -3.4644 3.1510 -1.6458
C -3.0396 4.3260 -2.2763
C -1.9484 4.2988 -3.1315
C -1.2459 3.1005 -3.3305
H -0.6343 0.0007 -8.4828
H -2.6601 0.4628 -7.1433
H -2.5197 0.7754 -4.7277
H 1.6395 -0.2808 -4.8514
H 1.5110 -0.2846 -7.3401
H 1.9375 -0.4627 -0.9630
H 4.1758 0.3752 -0.4724
H 5.2233 2.0587 -1.9346
H 3.9749 2.9811 -3.8030
H 1.5971 2.3922 -4.1341
H -3.0863 1.0754 -1.3940
H -4.3533 3.1226 -1.0385
H -3.5494 5.2682 -2.0835
H -1.6368 5.1717 -3.6936
H -0.4477 3.0903 -4.0580
C 0.9652 -3.9594 0.7562
P -0.1495 -2.8914 -0.2891
C -1.8151 -3.6793 0.1317
C 0.1646 -3.8075 -1.8501
C -0.1543 -5.1639 -1.9400
C 0.0168 -5.8346 -3.1571
C 0.5826 -5.1997 -4.2256
C 0.9585 -3.8597 -4.1286
C 0.7837 -3.1763 -2.9387
H 0.5746 -4.9872 0.8538
H 0.9997 -3.4826 1.7581
H 1.9829 -3.9318 0.3021
H -1.7619 -4.7534 0.2915
H -2.4581 -3.4729 -0.7192
H -2.2105 -3.1993 1.0514
H -0.4738 -5.6967 -1.0395
H -0.2959 -6.8598 -3.2335
H 0.7410 -5.7203 -5.1464
H 1.3479 -3.3666 -5.0001
H 1.1135 -2.1530 -2.7981
C -0.4213 -4.0944 4.8366
C -1.3245 -3.4543 3.7857
Sb -0.9550 -1.3054 3.4054
C 1.0482 -1.1291 4.3698
C 0.9959 -0.6857 5.8410
C -2.4330 -0.7618 4.9009
C -2.5113 -1.6614 6.1163
H -0.8715 -5.0767 5.1406
H -0.3864 -3.4741 5.7687
H 0.6065 -4.2215 4.4819
H -2.4034 -3.4860 4.0649
H -1.1920 -3.9483 2.7898
H 1.5233 -0.3620 3.7159
H 1.5577 -2.0871 4.1978
H 0.3111 0.1853 6.0142
H 2.0140 -0.3571 6.1924
H 0.6688 -1.4964 6.5047
H -3.3743 -0.7321 4.3219
H -2.1582 0.2758 5.1965
H -3.0448 -2.6255 5.9386
H -3.0533 -1.0832 6.8959
H -1.5366 -1.8721 6.5509
```


No. 6
Entry from the Open Molecules 2025 dataset: a molecular structure, C21H43CoGe2NO6P2Si at a distorted geometry (ωB97M-V/def2-TZVPD).

## Properties
Frontier orbital gap (alpha / beta) ... 7.0833 / 4.9730 eV
Net charge ... +1
F_max ... 1.14 eV Å⁻¹
⟨S²⟩ ... 6.0576
Highest occupied orbital energy (alpha / beta) ... -9.86 / -10.96 eV
2S+1 ... 5

```
77
C21H43CoGe2NO6P2Si (ωB97M-V/def2-TZVPD)
Co -0.1645 0.8964 0.5297
C 4.3488 0.8804 1.7226
C 2.8832 0.5088 1.8761
Ge 2.0899 -0.1874 0.1286
C 2.7032 0.5526 -1.6866
C 2.1335 -0.2722 -2.8314
C 3.4034 -1.7203 -0.0397
C 2.7836 -2.8715 -0.0576
Ge 0.6978 -2.5847 0.1132
C 0.2927 -3.3029 1.9418
C -0.1691 -4.7569 2.0213
C -0.2782 -3.0575 -1.5848
C -0.1872 -4.4955 -2.0863
C 3.2911 -4.2492 -0.0576
C 4.6629 -4.4928 0.0732
C 5.1470 -5.7873 0.0547
C 4.2786 -6.8633 -0.0800
C 2.9159 -6.6374 -0.1914
C 2.4315 -5.3400 -0.1791
H 4.7160 1.3033 2.6595
H 4.5041 1.6251 0.9411
H 4.9567 0.0056 1.4905
H 2.2768 1.3523 2.2046
H 2.7579 -0.2994 2.5984
H 3.7919 0.4973 -1.6605
H 2.3857 1.5908 -1.7642
H 2.4285 -1.3200 -2.7516
H 2.4999 0.1073 -3.7870
H 1.0431 -0.2174 -2.8455
H 4.4765 -1.5729 -0.1450
H -0.4648 -2.6458 2.3609
H 1.2199 -3.1564 2.4988
H -1.0100 -4.9549 1.3525
H -0.5044 -4.9717 3.0368
H 0.6322 -5.4545 1.7827
H 0.1319 -2.3702 -2.3271
H -1.3098 -2.7789 -1.3965
H 0.8331 -4.7719 -2.3504
H -0.7988 -4.6035 -2.9836
H -0.5592 -5.2106 -1.3506
H 5.3485 -3.6640 0.1897
H 6.2107 -5.9603 0.1520
H 4.6651 -7.8735 -0.0945
H 2.2325 -7.4710 -0.2865
H 1.3665 -5.1629 -0.2659
N -4.0158 0.0772 -0.7119
C -3.7100 0.1451 0.7679
C -4.9560 0.0841 1.6255
P -2.6316 1.6430 0.9767
O -3.6333 2.8303 1.3283
O -1.5826 1.4467 2.0252
O -2.1054 1.7975 -0.4347
P -2.5504 -1.2471 1.1572
O -3.2796 -2.4075 0.2609
O -2.5599 -1.6001 2.5772
O -1.2456 -0.9312 0.4066
H -4.9272 0.4720 -0.9351
H -3.9687 -0.8890 -1.0411
H -3.2450 0.6817 -1.1314
H -5.5928 0.9532 1.4531
H -4.6620 0.0699 2.6744
H -5.5204 -0.8302 1.4336
H -3.5847 3.1143 2.2548
H -3.4992 -3.1536 0.8441
C 2.5153 3.5114 0.2032
Si 0.6723 3.0611 -0.0272
C -0.2614 4.2176 1.1697
C 0.1926 3.5665 -1.7976
H 2.6588 4.5297 -0.1663
H 3.1958 2.8589 -0.3450
H 2.8053 3.5029 1.2557
H 0.2547 5.1775 1.2327
H -0.3401 3.8034 2.1747
H -1.2707 4.3943 0.7913
H 0.4179 4.6283 -1.9253
H -0.8757 3.4207 -1.9489
H 0.7291 3.0119 -2.5699
```


No. 7
Entry from the Open Molecules 2025 dataset: a molecular structure, C11H20F12LiO9P2 at a distorted geometry (ωB97M-V/def2-TZVPD).

## Properties
Frontier orbital gap (alpha / beta) ... 9.0223 / 2.1449 eV
F_max ... 4.50 eV Å⁻¹
Energy relative to the best compared isomer or geometry (same formula, charge and spin) ... 53.1 kJ/mol
⟨S²⟩ ... 0.7613
Highest occupied orbital energy (alpha / beta) ... -10.76 / -10.74 eV
2S+1 ... 2

```
55
C11H20F12LiO9P2 (ωB97M-V/def2-TZVPD)
Li 0.0600 -0.4411 -1.0949
P -1.1958 -2.9374 -2.6782
F -0.4102 -2.1487 -3.9055
F -0.1919 -4.2559 -2.6480
F -0.1937 -2.3288 -1.5113
F -2.1892 -3.6078 -1.5684
F -2.2394 -1.7053 -2.6431
F -2.1176 -3.6328 -3.8512
P 0.5048 2.1273 -2.4301
F -0.7150 1.2139 -1.9813
F 1.3627 1.4787 -1.1915
F 0.9003 0.8619 -3.3556
F 1.6687 3.1575 -2.8524
F -0.4216 2.7343 -3.5719
F -0.0086 3.4148 -1.6138
C -4.4367 1.3862 -0.4392
C -3.9253 -0.0987 -0.3026
O -4.1777 -0.3088 1.0454
C -4.4282 0.7989 1.7094
O -4.4958 0.7796 2.9326
O -4.4353 1.8979 0.8891
H -5.4010 1.5404 -0.9236
H -3.6798 1.9435 -0.9911
H -2.8508 -0.1285 -0.4832
H -4.4803 -0.7956 -0.9306
C 5.4444 0.9156 0.8709
C 4.0381 0.4078 0.6406
O 4.0096 -0.9966 0.6608
C 2.9426 -1.5678 0.1449
O 1.8603 -1.0478 -0.2214
O 3.1180 -2.8899 0.4257
C 2.2445 -3.8614 0.0614
H 5.8499 0.5545 1.8161
H 5.4763 2.0049 0.8927
H 6.1474 0.6432 0.0837
H 3.5848 0.9420 -0.1944
H 3.3763 0.7633 1.4304
H 1.2944 -3.6520 0.5529
H 2.6212 -4.8050 0.4559
H 2.1165 -3.7730 -1.0174
C 1.0474 3.0466 1.5268
C -0.4797 2.8377 1.3839
O -0.8233 1.7067 2.2379
C -0.8879 0.4605 1.8263
O -0.6202 0.0661 0.6758
O -1.3274 -0.2989 2.8886
C -1.5183 -1.7319 2.7180
H 1.3224 3.3535 2.5359
H 1.3505 3.8073 0.8075
H 1.6704 2.1830 1.2936
H -0.7079 2.6155 0.3415
H -1.0754 3.7222 1.6095
H -0.4959 -2.0413 2.5007
H -2.1082 -2.0785 1.8695
H -1.9737 -2.2317 3.5729
```


No. 8
Entry from the Open Molecules 2025 dataset: a molecular structure, C5H7NO (ωB97M-V/def2-TZVPD).

## Properties
Frontier orbital gap ... 9.5624 eV
F_max ... 0.67 eV Å⁻¹
Energy relative to the best compared isomer or geometry (same formula, charge and spin) ... 263.2 kJ/mol
Highest occupied orbital energy ... -8.54 eV

```
14
C5H7NO (ωB97M-V/def2-TZVPD)
O -2.3224 -1.1555 1.4377
C -1.4845 -0.5484 0.8117
C -0.1029 -0.2185 1.3637
N 0.8305 0.2922 0.3717
C 1.0085 -0.5371 -0.8634
C 0.4906 0.6494 -1.6415
C 0.3309 1.3136 -0.4932
H -0.2422 0.5425 2.1455
H 0.3109 -1.1130 1.8477
H 0.3946 -1.4465 -0.8727
H 2.0569 -0.8078 -1.0285
H -1.7216 -0.1808 -0.2063
H 0.4197 0.8985 -2.6904
H 0.0309 2.3113 -0.1820
```


No. 9
Entry from the Open Molecules 2025 dataset: C6H12O in the gas phase at a distorted geometry (ωB97M-V/def2-TZVPD).

## Properties
Frontier orbital gap ... 9.3878 eV
SMILES ... CC[C@@]1(C)C[C@H]1O
F_max ... 1.72 eV Å⁻¹
Energy relative to the best compared isomer or geometry (same formula, charge and spin) ... 252.3 kJ/mol
Highest occupied orbital energy ... -8.45 eV

```
19
C6H12O (ωB97M-V/def2-TZVPD)
C 1.8949 0.8658 -0.3469
C 1.1179 -0.2226 0.5020
C -0.3590 -0.6418 0.2176
C -0.7862 -1.7380 -0.8005
C -1.5773 -0.1611 0.9909
C -0.9961 0.7495 0.0014
O -0.5290 1.9141 0.6353
H 1.5675 1.9083 -0.2582
H 1.9848 0.6572 -1.4201
H 2.9187 0.8895 0.0510
H 1.1652 0.1408 1.5304
H 1.7329 -1.1101 0.4068
H -0.4669 -1.4787 -1.8103
H -0.4432 -2.7702 -0.6100
H -1.8857 -1.8332 -0.8412
H -1.5114 0.1551 2.0238
H -2.5399 -0.5578 0.6898
H -1.3040 0.8678 -1.0244
H -0.0935 2.4941 0.0007
```


No. 10
Entry from the Open Molecules 2025 dataset: C4H2Cl2IN in the gas phase at a distorted geometry (ωB97M-V/def2-TZVPD).

## Properties
Frontier orbital gap ... 6.2083 eV
SMILES ... Clc1ccn(I)c1Cl
F_max ... 7.48 eV Å⁻¹
Energy relative to the best compared isomer or geometry (same formula, charge and spin) ... 182.2 kJ/mol
Highest occupied orbital energy ... -7.31 eV

```
10
C4H2Cl2IN (ωB97M-V/def2-TZVPD)
Cl -1.5111 -2.5291 0.0479
C -0.7977 -1.0923 -0.0556
C -1.3313 0.1610 0.1144
C -0.3882 1.1492 -0.0369
N 0.9092 0.5533 0.0262
I 2.6712 1.6600 -0.0602
C 0.9397 -0.7388 -0.1157
Cl 2.1671 -1.8449 0.0527
H -2.3269 0.4637 0.2147
H -0.3319 2.2177 -0.1876
```


no.,calculated total energy (eV)
1,-16088.7702
2,-49200.4791
3,-9437.8563
4,-19170.3186
5,-149635.2898
6,-213361.0670
7,-81559.5269
8,-8833.4750
9,-8461.7392
10,-38812.5443